Record 1
Molecular formula: C32H45CdF3GeN4O2
Method: DFT, ωB97M-V/def2-TZVPD

The LUMO energy is -0.024 hartree. For the frontier orbital gap, the calculation gives 6.1 eV. Its HOMO energy is -6.8 eV.

Atoms and positions in Å:
Cd  0.725  2.675  -0.323
C  -2.695  1.336  0.140
C  -2.769  2.862  0.021
C  -2.032  3.550  1.202
N  -0.683  2.989  1.467
C  -0.389  2.277  2.541
C  -1.276  2.219  3.602
C  -1.098  1.740  4.921
C  -0.327  0.651  5.259
C  0.638  -0.016  4.445
C  1.359  0.523  3.384
C  0.981  1.610  2.515
N  1.777  2.051  1.514
C  3.155  1.665  1.252
C  3.387  0.511  0.271
C  2.807  0.812  -1.134
N  1.358  0.552  -1.238
C  0.974  -0.141  -2.295
C  1.833  -1.157  -2.880
C  2.195  -1.290  -4.209
C  1.556  -0.664  -5.300
C  0.385  0.152  -5.217
C  -0.589  0.212  -4.197
C  -0.409  -0.068  -2.839
N  -1.440  -0.331  -1.943
C  -2.775  0.272  -2.193
C  -3.531  0.564  -0.900
H  -2.930  0.988  1.180
H  -1.663  1.046  0.008
H  -3.809  3.179  -0.037
H  -2.349  3.249  -0.942
H  -2.690  3.529  2.091
H  -1.819  4.621  0.994
H  -2.282  2.634  3.489
H  -1.735  2.200  5.669
H  -0.574  0.183  6.218
H  1.027  -1.023  4.817
H  2.340  0.113  3.159
H  3.653  1.422  2.240
H  3.654  2.607  0.937
H  2.932  -0.433  0.631
H  4.469  0.307  0.183
H  3.395  0.342  -1.929
H  3.030  1.888  -1.291
H  2.441  -1.736  -2.242
H  3.062  -1.946  -4.361
H  1.939  -0.855  -6.303
H  0.185  0.744  -6.055
H  -1.556  0.557  -4.493
H  -3.413  -0.329  -2.838
H  -2.611  1.222  -2.736
H  -3.820  -0.333  -0.380
H  -4.415  1.168  -1.165
C  2.756  -4.774  -0.093
C  1.988  -3.943  -1.151
C  0.491  -4.413  -1.275
C  -0.445  -3.525  -2.072
Ge  -1.446  -2.018  -1.145
C  -0.816  -1.871  0.756
C  -1.423  -2.753  1.821
C  -2.082  -1.991  2.977
C  -2.405  -2.882  4.233
H  3.855  -4.671  -0.180
H  2.461  -5.838  -0.075
H  2.607  -4.297  0.885
H  2.405  -4.193  -2.151
H  2.070  -2.904  -0.879
H  0.104  -4.629  -0.259
H  0.500  -5.430  -1.800
H  -1.370  -4.034  -2.332
H  -0.057  -3.153  -3.008
H  -2.818  -2.594  -1.131
H  -1.018  -0.782  1.002
H  0.291  -1.882  0.711
H  -0.636  -3.479  2.225
H  -2.220  -3.441  1.436
H  -2.949  -1.435  2.593
H  -1.396  -1.180  3.312
H  -2.751  -3.832  3.896
H  -3.238  -2.472  4.861
H  -1.511  -3.163  4.808
F  1.056  7.142  -0.858
C  1.457  6.378  -1.959
F  0.772  6.811  -3.013
F  2.770  6.656  -2.169
C  1.201  4.923  -1.643
O  2.200  4.167  -1.454
O  0.019  4.604  -1.576

=====

Record 2
Molecular formula: C21H38CoN3O10P2
Method: DFT, ωB97M-V/def2-TZVPD

The LUMO energy (alpha / beta) is -0.298 / -0.301 hartree. For the frontier orbital gap (alpha / beta), the calculation gives 7.1 / 7.0 eV. Its total charge is +2. Its HOMO energy (alpha / beta) is -15.2 / -15.2 eV.

Atoms and positions in Å:
Co  0.621  -0.434  -1.322
C  -0.158  4.836  -0.734
C  0.246  4.254  0.597
C  1.708  3.890  0.692
O  -0.555  3.031  0.922
P  -1.007  1.897  -0.021
O  0.191  1.294  -0.751
C  -1.719  0.652  1.070
P  -0.641  -0.738  1.405
O  -0.090  -1.339  0.113
O  -1.546  -1.738  2.139
C  -1.632  -3.240  2.110
C  -0.256  -3.845  2.221
C  -2.394  -3.640  0.872
O  0.555  -0.282  2.280
C  0.401  0.144  3.709
C  1.268  -0.773  4.534
C  0.799  1.595  3.790
O  -2.108  2.472  -0.924
C  -3.042  1.764  -1.864
C  -2.699  2.230  -3.255
C  -4.434  2.119  -1.413
H  0.377  5.776  -0.875
H  -1.224  5.049  -0.772
H  0.115  4.175  -1.560
H  -0.043  4.919  1.408
H  1.976  3.187  -0.100
H  1.942  3.455  1.663
H  2.307  4.793  0.570
H  -2.643  0.263  0.634
H  -1.997  1.136  2.010
H  -2.216  -3.428  3.007
H  0.337  -3.640  1.329
H  -0.358  -4.927  2.314
H  0.269  -3.486  3.105
H  -1.820  -3.417  -0.028
H  -3.361  -3.143  0.827
H  -2.574  -4.715  0.902
H  -0.651  0.007  3.968
H  2.308  -0.699  4.216
H  0.942  -1.808  4.454
H  1.209  -0.480  5.582
H  1.845  1.713  3.504
H  0.688  1.941  4.818
H  0.179  2.223  3.151
H  -2.837  0.699  -1.758
H  -2.875  3.301  -3.354
H  -3.338  1.712  -3.971
H  -1.663  2.002  -3.498
H  -4.592  3.195  -1.469
H  -4.628  1.787  -0.393
H  -5.156  1.632  -2.069
O  -1.655  -4.448  -4.639
C  -0.472  -4.831  -4.184
O  0.009  -5.902  -4.405
C  0.306  -3.842  -3.363
C  1.565  -4.103  -2.850
N  1.958  -3.027  -2.151
N  1.028  -2.067  -2.209
C  0.023  -2.548  -2.932
C  -1.123  -1.613  -3.015
O  -2.108  -1.821  -3.675
O  -0.917  -0.527  -2.293
H  -1.915  -3.542  -4.375
H  2.180  -4.983  -2.951
H  2.825  -2.882  -1.659
C  5.067  1.739  0.672
C  4.964  0.513  -0.244
C  3.573  0.168  -0.519
N  2.468  -0.086  -0.680
H  6.117  1.946  0.863
H  4.575  1.555  1.625
H  4.624  2.615  0.203
H  5.429  -0.368  0.202
H  5.451  0.684  -1.207

=====

Record 3
Molecular formula: C31H64B3NO3
Method: DFT, ωB97M-V/def2-TZVPD

The LUMO energy is 0.009 hartree. For the frontier orbital gap, the calculation gives 9.1 eV. Its HOMO energy is -8.8 eV.

Atoms and positions in Å:
C  -6.625  -0.796  3.598
C  -5.670  -0.201  2.605
C  -5.126  1.056  2.906
C  -4.242  1.706  2.059
C  -3.888  1.110  0.858
C  -4.418  -0.138  0.544
C  -5.294  -0.806  1.401
C  -5.784  -2.172  0.965
B  -4.577  -3.058  0.466
O  -4.693  -3.765  -0.716
B  -3.774  -4.825  -0.747
N  -4.180  -6.183  -0.991
O  -2.459  -4.487  -0.458
B  -2.437  -4.018  0.858
C  -1.356  -4.576  1.844
C  -1.688  -4.411  3.338
C  -1.296  -5.628  4.178
C  -1.419  -5.303  5.675
C  0.133  -6.100  3.907
O  -3.416  -3.108  1.227
H  -6.194  -0.829  4.592
H  -6.925  -1.806  3.356
H  -7.530  -0.196  3.619
H  -5.379  1.542  3.837
H  -3.817  2.662  2.318
H  -3.196  1.563  0.166
H  -4.127  -0.576  -0.402
H  -6.514  -2.084  0.165
H  -6.262  -2.723  1.771
H  -5.193  -6.195  -1.057
H  -3.958  -6.744  -0.174
H  -0.392  -4.146  1.577
H  -1.288  -5.638  1.613
H  -2.760  -4.275  3.458
H  -1.169  -3.544  3.737
H  -1.953  -6.456  3.914
H  -2.137  -4.512  5.858
H  -1.670  -6.197  6.237
H  -0.436  -5.007  6.031
H  0.852  -5.287  3.962
H  0.236  -6.595  2.946
H  0.398  -6.848  4.651
C  -1.556  3.300  -5.267
C  -2.747  2.739  -4.495
C  -2.346  1.868  -3.306
C  -1.553  0.609  -3.661
C  -2.252  -0.339  -4.633
C  -3.561  -0.905  -4.089
H  -0.943  2.507  -5.697
H  -1.891  3.936  -6.087
H  -0.920  3.904  -4.615
H  -3.394  2.177  -5.174
H  -3.351  3.572  -4.125
H  -3.249  1.585  -2.755
H  -1.749  2.469  -2.612
H  -1.330  0.067  -2.736
H  -0.583  0.894  -4.079
H  -1.576  -1.168  -4.854
H  -2.437  0.164  -5.586
H  -3.391  -1.452  -3.159
H  -4.010  -1.596  -4.804
H  -4.292  -0.119  -3.893
C  3.146  6.366  -0.666
C  3.580  4.906  -0.569
C  3.687  4.209  -1.924
C  2.376  4.114  -2.704
C  1.245  3.403  -1.963
C  1.557  1.945  -1.637
H  2.152  6.463  -1.106
H  3.112  6.825  0.322
H  3.846  6.938  -1.278
H  2.893  4.360  0.084
H  4.558  4.861  -0.082
H  4.092  3.204  -1.773
H  4.423  4.737  -2.538
H  2.568  3.590  -3.646
H  2.042  5.117  -2.985
H  0.349  3.437  -2.588
H  0.995  3.939  -1.044
H  1.763  1.379  -2.548
H  0.709  1.476  -1.135
H  2.421  1.853  -0.975
C  5.061  -0.099  -0.087
C  5.280  0.949  1.000
C  6.276  2.037  0.601
C  7.697  1.545  0.318
C  8.360  0.798  1.474
C  8.539  1.651  2.726
H  5.981  -0.637  -0.321
H  4.322  -0.837  0.230
H  4.696  0.365  -1.006
H  5.602  0.461  1.924
H  4.323  1.425  1.228
H  6.304  2.795  1.389
H  5.900  2.547  -0.291
H  8.315  2.408  0.052
H  7.691  0.900  -0.564
H  9.342  0.450  1.141
H  7.789  -0.101  1.721
H  9.146  2.533  2.512
H  9.040  1.083  3.512
H  7.581  1.987  3.126

=====

Record 4
Molecular formula: Cl2H4OSi2
Method: DFT, ωB97M-V/def2-TZVPD

The LUMO energy is -0.023 hartree. For the frontier orbital gap, the calculation gives 9.3 eV. Its HOMO energy is -9.9 eV.

Atoms and positions in Å:
O  2.994  -0.819  1.449
Si  -0.099  0.999  -0.285
Si  3.315  -1.610  -0.114
Cl  1.436  1.948  -0.813
Cl  5.232  -1.049  -0.200
H  3.570  -1.192  2.137
H  -0.989  -0.093  -0.637
H  0.101  0.358  1.145
H  -1.233  1.978  -0.121

=====

Record 5
Molecular formula: C2H2FNO2
Method: DFT, ωB97M-V/def2-TZVPD

The LUMO energy (alpha / beta) is 0.022 / -0.136 hartree. For the frontier orbital gap (alpha / beta), the calculation gives 7.2 / 8.0 eV. The spin multiplicity is 3. As for the expectation value of S²: 2.006. Its HOMO energy (alpha / beta) is -6.6 / -11.7 eV.

Atoms and positions in Å:
C  -2.279  -0.242  0.504
C  1.426  -0.264  -0.474
N  1.245  0.953  -0.606
O  -2.569  -0.252  1.615
O  -2.135  -0.173  -0.633
F  1.363  1.652  0.593
H  1.570  -0.754  0.392
H  1.379  -0.919  -1.391

=====

Record 6
Molecular formula: C4H8O2
Method: DFT, ωB97M-V/def2-TZVPD

The LUMO energy is 0.032 hartree. As for the SMILES: O=CCCCO. For the frontier orbital gap, the calculation gives 10.9 eV. Its HOMO energy is -10.0 eV.

Atoms and positions in Å:
O  -0.874  1.458  -1.115
C  -1.479  0.941  -0.200
C  -0.934  -0.151  0.677
C  0.136  -1.036  0.038
C  1.401  -0.278  -0.413
O  1.649  0.907  0.317
H  -2.502  1.291  0.061
H  -1.771  -0.753  1.053
H  -0.504  0.354  1.554
H  0.394  -1.805  0.775
H  -0.280  -1.558  -0.833
H  2.269  -0.930  -0.272
H  1.322  -0.044  -1.480
H  1.172  1.604  -0.162

=====

Record 7
Molecular formula: C17H30O4S
Method: DFT, ωB97M-V/def2-TZVPD

The LUMO energy is 0.006 hartree. As for the SMILES: C#C[C@@H]1OS(=O)(=O)O[C@@H]1CCCCCCCCCCCCC. For the frontier orbital gap, the calculation gives 10.5 eV. Its HOMO energy is -10.3 eV.

Atoms and positions in Å:
C  5.346  -1.995  2.568
C  4.626  -2.005  1.460
C  3.787  -2.079  0.097
O  4.266  -3.248  -0.631
S  3.763  -2.860  -2.223
O  2.237  -2.909  -2.265
O  4.302  -3.704  -3.346
O  4.180  -1.229  -2.130
C  3.634  -0.765  -0.841
C  4.423  0.594  -0.465
C  3.346  1.813  -0.642
C  2.587  2.192  0.740
C  1.108  2.824  0.400
C  0.020  1.719  0.921
C  -1.508  2.138  0.611
C  -2.041  1.709  -0.863
C  -3.612  1.349  -0.722
C  -4.082  0.014  -1.503
C  -3.188  -1.301  -1.223
C  -3.715  -2.257  -0.025
C  -4.478  -1.502  1.179
C  -3.460  -0.716  2.198
H  5.849  -2.235  3.585
H  2.720  -2.322  0.486
H  2.483  -0.575  -0.798
H  4.924  0.572  0.569
H  5.218  0.762  -1.301
H  3.825  2.768  -1.091
H  2.515  1.495  -1.398
H  3.188  2.946  1.381
H  2.468  1.214  1.339
H  0.997  2.965  -0.754
H  0.919  3.819  0.951
H  0.229  1.612  2.065
H  0.268  0.694  0.429
H  -1.614  3.291  0.747
H  -2.162  1.676  1.458
H  -1.955  2.668  -1.526
H  -1.401  0.910  -1.385
H  -4.196  2.235  -1.213
H  -3.989  1.291  0.362
H  -5.198  -0.177  -1.215
H  -4.084  0.188  -2.654
H  -2.070  -1.104  -1.040
H  -3.241  -1.943  -2.199
H  -2.762  -2.742  0.449
H  -4.305  -3.130  -0.495
H  -4.963  -2.342  1.832
H  -5.340  -0.814  0.854
H  -3.539  -1.201  3.244
H  -3.797  0.392  2.340
H  -2.376  -0.788  1.802

=====

Record 8
Molecular formula: C7H13N3O
Method: DFT, ωB97M-V/def2-TZVPD

The LUMO energy is 0.022 hartree. As for the SMILES: CCc1c[nH]cn1.CC(N)=O. For the frontier orbital gap, the calculation gives 9.3 eV. Its HOMO energy is -8.7 eV.

Atoms and positions in Å:
C  1.826  -0.110  2.049
C  0.411  -0.602  1.694
C  -0.461  0.394  1.007
C  -0.510  1.763  1.073
N  -1.767  2.100  0.650
C  -2.401  0.963  0.277
N  -1.627  -0.077  0.456
H  1.943  -0.069  3.131
H  1.947  0.942  1.756
H  2.648  -0.619  1.556
H  0.479  -1.524  1.114
H  -0.105  -0.915  2.599
H  0.187  2.443  1.530
H  -2.118  3.002  0.376
H  -3.415  0.916  -0.083
C  -0.348  -1.445  -2.273
C  1.000  -1.121  -1.695
N  1.269  0.191  -1.475
O  1.809  -1.986  -1.408
H  -0.877  -0.585  -2.680
H  -1.012  -1.928  -1.560
H  -0.150  -2.125  -3.103
H  2.114  0.423  -0.985
H  0.546  0.879  -1.589

=====

Max |F| for every record listed, in sequence, given in eV/A: 3.24; 0.39; 1.23; 7.36; 11.74; 0.56; 6.89; 1.24.
E_tot for every record listed, in sequence, given in Eh: -4159.9742; -3804.8715; -1574.9612; -1577.0284; -382.2617; -307.6680; -1364.5560; -514.0535.